[1]
The following is a quantum chemistry calculation of 2 unconnected molecules or ions with the total composition C3H4N2O at a distorted geometry, from OMol25.

Last column: Löwdin charge in e.
Positions of all 10 atoms, in Å:
O  -1.036225  -2.038476  0.379031  -0.04
C  -0.291915  -0.928393  0.419405  -0.57
N  -0.069179  -0.150235  1.451597  0.11
N  0.426927  0.977118  0.866701  -0.03
C  0.478166  0.938302  -0.467052  -0.10
C  0.016362  -0.305782  -0.845439  -0.07
H  -1.473102  -1.155871  -0.497197  0.29
H  0.711035  1.735868  1.457745  0.15
H  0.913191  1.758351  -1.020871  0.12
H  0.324739  -0.830880  -1.743920  0.12

Forces on atoms 1 to 6 (eV/Å):
O -1.97 2.15 -2.32
C 0.46 0.73 -0.23
N 0.06 -0.07 -0.27
N 0.16 0.34 0.17
C 0.36 0.14 0.24
C 1.18 0.36 0.06

Its multiplicity is 1. The calculation puts the HOMO energy at -9.0 eV. The frontier orbital gap is 9.5 eV. As for the charge: 0.

---

[2]
The following is a quantum chemistry calculation of C3H4N2O in the gas phase at a distorted geometry, from OMol25.

Last column: Löwdin charge in e.
Positions of all 10 atoms, in Å:
O  -1.667591  -0.058839  1.230966  -0.01
C  -1.018632  0.200326  0.049393  -0.39
C  0.297138  0.726826  -0.182239  -0.08
C  1.490398  -0.190840  0.119098  -0.13
N  1.075904  -1.354513  -0.198694  0.11
N  -0.284701  -0.736326  -0.703452  0.05
H  -2.333666  0.648352  1.233630  0.09
H  0.450578  1.782894  -0.455070  0.12
H  2.452643  0.034942  0.555035  0.10
H  -0.462067  -1.052826  -1.648670  0.14

Forces on atoms 1 to 6 (eV/Å):
O -0.06 -0.05 0.23
C -0.44 0.71 0.10
C 0.01 0.01 -0.08
C -0.19 -0.80 0.33
N 0.36 0.65 0.74
N 0.12 0.36 -0.55

Its multiplicity is 1. The calculation puts the HOMO energy (spin up / spin down) at -7.5 / -7.5 eV. The frontier orbital gap (spin up / spin down) is 7.6 / 7.6 eV. As for the charge: 0.

---

[3]
The following is a quantum chemistry calculation of 2 unconnected molecules or ions with the total composition C3H4N2O at a distorted geometry, from OMol25.

Last column: Löwdin charge in e.
Positions of all 10 atoms, in Å:
C  1.201516  -1.002588  -1.277772  -0.21
C  0.556822  -0.614593  -0.080120  -0.38
C  0.048094  0.684281  0.324941  -0.28
N  1.879342  -1.364345  -2.110231  0.17
N  -1.266180  0.805951  0.794219  0.08
O  1.159545  -0.102695  1.032650  0.03
H  -0.381612  -1.828833  0.076730  0.24
H  0.358613  1.726543  -0.030939  0.18
H  -1.875528  0.000348  0.537757  0.10
H  -1.680612  1.695931  0.732765  0.06

Forces on atoms 1 to 6 (eV/Å):
C 0.46 0.69 1.23
C -3.59 -2.84 0.23
C -0.49 1.47 -0.43
N 0.94 -0.67 -1.87
N 0.33 -2.80 0.10
O -0.78 0.56 0.13

Its multiplicity is 1. The calculation puts the HOMO energy at -10.2 eV. The frontier orbital gap is 10.7 eV. As for the charge: 0.

---

[4]
The following is a quantum chemistry calculation of a molecular structure, C3H4N2O at a distorted geometry, from OMol25.

Last column: Löwdin charge in e.
Positions of all 10 atoms, in Å:
O  2.215521  0.642279  -0.180813  0.02
C  0.985258  0.207773  -0.104763  -0.57
N  0.424965  -1.023487  -0.036402  0.12
C  -0.967410  -0.837114  0.019563  -0.11
C  -1.178175  0.514657  -0.018528  -0.14
N  0.047965  1.154497  -0.096188  0.05
H  0.907605  -1.909998  -0.035277  0.16
H  -1.654787  -1.670410  0.078627  0.10
H  -2.118595  1.049836  0.005778  0.10
H  1.537140  1.694473  -0.200413  0.27

Forces on atoms 1 to 6 (eV/Å):
O -1.65 2.64 -0.07
C -1.93 -0.37 0.10
N 0.20 0.16 -0.01
C -0.10 0.42 -0.02
C 0.37 -0.65 0.00
N 0.23 -0.67 0.01

Its multiplicity is 1. The calculation puts the HOMO energy at -8.4 eV. The frontier orbital gap is 9.2 eV. As for the charge: 0.

---

[5]
The following is a quantum chemistry calculation of C3H4N2O in the gas phase at a distorted geometry, from OMol25.

Last column: Löwdin charge in e.
Positions of all 10 atoms, in Å:
C  1.285320  -0.720407  0.097649  -0.08
C  0.083741  -0.054937  0.025401  -0.38
C  -0.914082  0.542285  -0.819099  -0.06
N  -1.844893  1.189332  -0.066119  0.07
O  -1.422823  1.089991  1.286467  -0.08
N  -0.404417  0.241156  1.273108  0.05
H  1.993398  -0.103354  0.765650  0.13
H  1.658978  -0.725313  -0.970366  0.10
H  0.811388  -1.751267  0.195524  0.13
H  -1.246610  0.292513  -1.788216  0.09

Forces on atoms 1 to 6 (eV/Å):
C 2.96 -2.05 -2.84
C -7.09 4.98 3.87
C -1.72 0.47 3.02
N 1.57 -0.39 -0.52
O -0.02 -1.64 -3.92
N 2.42 0.16 0.09

Its multiplicity is 1. The calculation puts the HOMO energy at -10.1 eV. The frontier orbital gap is 10.7 eV. As for the charge: 0. As for the SMILES: Cc1cnon1.

---

[6]
The following is a quantum chemistry calculation of 2 unconnected molecules or ions with the total composition C3H4N2O at a distorted geometry, from OMol25.

Last column: Löwdin charge in e.
Positions of all 10 atoms, in Å:
O  0.180593  -2.784172  -0.418112  0.05
C  0.219116  -1.735225  -0.855332  -0.01
C  1.176981  0.730356  -0.540276  -0.10
N  0.040981  1.301859  -0.526918  -0.01
C  -0.871944  0.869879  0.442462  -0.31
N  -0.806155  -0.310364  0.916435  0.07
H  1.551446  0.126376  0.293877  0.07
H  1.814915  0.825166  -1.418527  0.08
H  -1.689742  1.570996  0.630817  0.11
H  -1.611437  -0.561947  1.483459  0.06

Forces on atoms 1 to 6 (eV/Å):
O 0.06 0.97 -0.47
C 0.00 -1.66 0.13
C -0.08 0.31 0.03
N 0.31 -0.31 -0.06
C -0.16 -0.19 0.14
N -0.15 0.37 -0.03

Its multiplicity is 1. The calculation puts the HOMO energy at -10.1 eV. The frontier orbital gap is 10.5 eV. As for the charge: 0.

---

[7]
The following is a quantum chemistry calculation of 2 unconnected molecules or ions with the total composition C3H4N2O at a distorted geometry, from OMol25.

Last column: Löwdin charge in e.
Positions of all 10 atoms, in Å:
N  -1.139612  -0.206192  -0.205915  0.13
C  -1.179647  1.031520  -0.017113  -0.25
O  -0.016346  1.770193  0.174307  -0.13
C  1.141578  1.474223  -0.395621  0.09
C  1.447186  -1.914961  0.581825  -0.10
N  2.415758  -2.435467  0.937008  0.04
H  -2.074372  -0.594420  -0.316169  0.08
H  -2.053247  1.679191  0.069622  0.14
H  0.915918  0.616667  -1.081735  0.00
H  0.542785  -1.420755  0.253791  -0.01

Forces on atoms 1 to 6 (eV/Å):
N -0.11 0.36 0.05
C -0.18 -0.32 -0.10
O 0.33 0.05 -0.03
C -0.40 -0.09 0.00
C 0.97 -0.53 0.36
N -1.07 0.56 -0.40

Its multiplicity is 1. The calculation puts the HOMO energy at -9.5 eV. The frontier orbital gap is 9.1 eV. As for the charge: 0.

---

[8]
The following is a quantum chemistry calculation of C3H4N2O in the gas phase at a distorted geometry, from OMol25.

Last column: Löwdin charge in e.
Positions of all 10 atoms, in Å:
O  -2.130862  0.182011  0.404560  0.04
C  -0.769448  0.248821  0.309542  -0.28
C  0.368710  0.948173  0.592899  0.02
C  1.593245  -0.060984  -0.010181  -0.12
N  1.052026  -1.081719  -0.559355  -0.10
N  -0.287642  -1.025113  -0.549347  0.00
H  -2.648716  0.877877  0.839363  0.12
H  0.702930  1.891531  1.060551  0.08
H  2.704830  0.004310  -0.208543  0.10
H  -0.585368  -2.010107  -0.409262  0.14

Forces on atoms 1 to 6 (eV/Å):
O 0.70 0.15 0.02
C 1.68 -2.88 -1.61
C 2.18 -2.24 -1.29
C -1.88 1.59 0.17
N 0.34 0.36 -0.05
N -0.76 1.59 2.07

Its multiplicity is 1. The calculation puts the HOMO energy at -9.0 eV. The frontier orbital gap is 9.6 eV. As for the charge: 0. As for the SMILES: Oc1ccn[nH]1.

---

[9]
The following is a quantum chemistry calculation of C3H4N2O in the gas phase at a distorted geometry, from OMol25.

Last column: Löwdin charge in e.
Positions of all 10 atoms, in Å:
N  1.430889  -0.159141  -2.038698  0.16
C  1.238838  -0.419251  -0.928308  -0.23
C  0.729666  -0.633408  0.426282  -0.09
C  -0.751793  -0.232227  0.305367  -0.55
N  -0.963169  1.119491  0.261998  0.16
O  -1.627206  -1.062340  0.214424  0.08
H  1.284816  -0.028499  1.153887  0.12
H  0.782525  -1.686918  0.710541  0.13
H  -1.897497  1.380041  -0.021673  0.11
H  -0.227067  1.722251  -0.083823  0.11

Forces on atoms 1 to 6 (eV/Å):
N 0.11 -0.30 1.05
C 0.19 0.26 -1.07
C -0.03 -0.08 -0.03
C -0.21 -0.06 -0.04
N -0.13 -0.06 -0.12
O 0.26 0.30 0.31

Its multiplicity is 1. The calculation puts the HOMO energy at -10.6 eV. The frontier orbital gap is 11.2 eV. As for the charge: 0. As for the SMILES: N#CCC(N)=O.

---

[10]
The following is a quantum chemistry calculation of 2 unconnected molecules or ions with the total composition C3H4N2O at a distorted geometry, from OMol25.

Last column: Löwdin charge in e.
Positions of all 10 atoms, in Å:
C  0.138686  -1.067370  -1.484388  0.08
C  0.921343  -0.123533  -0.923570  -0.21
N  1.545110  -0.340930  0.275299  -0.07
O  1.033865  -0.953528  1.202355  -0.02
H  -0.074261  -1.088949  -2.537916  0.06
H  -0.189199  -1.888094  -0.898952  0.05
H  1.355707  0.683231  -1.481162  0.10
C  -1.605688  1.582864  1.931645  -0.08
N  -0.547333  2.004420  1.776426  0.06
H  -2.578232  1.191887  2.140262  0.05

Forces on atoms 1 to 6 (eV/Å):
C 0.82 1.07 0.18
C -1.71 -1.17 -1.65
N 1.40 -0.48 2.98
O -0.20 0.72 -1.68
H -0.22 0.25 -0.17
H -0.16 -0.70 0.47

Its multiplicity is 1. The calculation puts the HOMO energy (spin up / spin down) at -8.9 / -8.9 eV. The frontier orbital gap (spin up / spin down) is 8.2 / 8.2 eV. As for the charge: 0. As for the SMILES: C=CN=O.C#N.

---

[11]
The following is a quantum chemistry calculation of C3H4N2O in the gas phase, from OMol25.

Last column: Löwdin charge in e.
Positions of all 10 atoms, in Å:
N  -0.398716  -0.196111  1.728182  0.15
C  0.484347  -0.121590  0.700340  -0.42
N  1.578584  0.303753  0.261319  0.22
C  0.632377  -0.413168  -0.720761  -0.19
C  -0.372774  0.346778  -1.501972  -0.23
O  -1.085145  1.168946  -0.959413  0.03
H  -0.058253  -0.103227  2.670255  0.10
H  -1.270997  0.284205  1.536597  0.10
H  1.030856  -1.332892  -1.156436  0.12
H  -0.540278  0.063305  -2.558112  0.12

Forces on atoms 1 to 6 (eV/Å):
N 0.03 -0.29 -0.06
C 0.43 0.06 -0.14
N -0.44 -0.02 0.44
C -0.23 -0.11 -0.18
C -0.19 0.28 0.10
O 0.26 -0.14 -0.41

Its multiplicity is 1. The calculation puts the HOMO energy at -9.9 eV. The frontier orbital gap is 10.5 eV. As for the charge: 0. As for the SMILES: NC1=N[C@@H]1C=O.

---

[12]
The following is a quantum chemistry calculation of 2 unconnected molecules or ions with the total composition C3H4N2O at a distorted geometry, from OMol25.

Last column: Löwdin charge in e.
Positions of all 10 atoms, in Å:
O  2.029078  -0.064364  -0.213986  0.05
C  0.683828  0.042241  -0.135128  -0.35
C  -0.230967  -0.774678  0.441666  -0.14
N  -1.417888  -0.041680  0.641686  -0.07
N  -1.288305  1.169581  -0.053468  -0.02
C  -0.045271  1.238382  -0.448559  -0.10
H  2.275030  -0.978381  -0.027200  0.11
H  -0.209633  -1.813899  0.757654  0.11
H  -2.124118  -0.957497  -0.123548  0.29
H  0.328243  2.180296  -0.839116  0.12

Forces on atoms 1 to 6 (eV/Å):
O 0.33 -0.33 -0.59
C -0.39 0.25 0.63
C 0.35 0.12 0.45
N -2.18 -3.80 -4.26
N -0.17 -0.47 0.12
C -0.06 0.18 0.72

Its multiplicity is 1. The calculation puts the HOMO energy at -8.9 eV. The frontier orbital gap is 9.2 eV. As for the charge: 0.

---

These records have relative energy (zero: lowest compared OMol25 entry of this formula, charge and spin) values of 380.5; 695.8; 406.3; 181.8; 455.0; 215.5; 482.8; 327.9; 33.8; 462.6; 258.1; 346.4 kJ/mol, in the order they appear.